Record 1
A molecular structure, C25H31N2O3PtS, computed with the ωB97M-V functional and the def2-TZVPD basis.

The calculation puts the LUMO energy (spin up / spin down) at -2.27 / -5.56 eV. Its HOMO energy (spin up / spin down) is -0.38548 / -0.43961 Eh. The expectation value of S² is 6.075. The energy relative to the best compared isomer or geometry (same formula, charge and spin) is 0.019 eV. The calculation puts the HOMO-LUMO gap (spin up / spin down) at 8.22 / 6.40 eV. The molar mass is 634.68 g/mol.

Geometry as ORCA input:
```
! wB97M-V def2-TZVPD RIJCOSX def2/J DEFGRID3
* xyz 1 5
Pt -0.065 -1.267 0.686
O -2.555 -2.503 3.440
C -1.432 -2.557 3.021
O -1.160 -2.529 1.709
C -0.266 -2.744 3.970
C -0.592 -3.144 5.245
C 0.390 -3.369 6.218
C 1.742 -3.197 5.922
C 2.103 -2.795 4.659
C 1.113 -2.549 3.661
S 1.755 -2.003 2.193
H -1.640 -3.283 5.471
H 0.091 -3.684 7.213
H 2.502 -3.378 6.674
H 3.148 -2.655 4.402
N 1.262 -0.439 -0.667
C 2.089 -0.099 -1.397
N 3.024 0.288 -2.225
C 3.900 1.454 -1.932
C 5.355 1.035 -2.062
C 5.616 0.395 -3.430
C 4.690 -0.806 -3.652
C 3.235 -0.388 -3.537
H 3.668 1.829 -0.941
H 3.664 2.233 -2.658
H 5.592 0.319 -1.270
H 5.983 1.914 -1.912
H 6.657 0.085 -3.505
H 5.443 1.137 -4.218
H 4.901 -1.575 -2.904
H 4.848 -1.250 -4.636
H 2.555 -1.231 -3.613
H 2.983 0.327 -4.320
C -1.511 -0.083 -3.564
C -2.949 0.110 -3.062
C -3.598 -1.238 -2.712
C -3.089 1.089 -1.911
C -3.939 2.149 -2.029
C -4.103 3.072 -0.985
C -3.409 2.929 0.225
C -2.557 1.882 0.444
C -1.924 1.750 1.810
C -2.951 1.208 2.809
C -1.300 3.060 2.302
C -2.366 0.906 -0.649
O -1.620 -0.117 -0.604
H -1.532 -0.642 -4.504
H -0.911 -0.639 -2.845
H -1.023 0.879 -3.756
H -3.512 0.548 -3.885
H -3.045 -1.736 -1.912
H -3.599 -1.892 -3.589
H -4.634 -1.108 -2.386
H -4.490 2.284 -2.955
H -4.779 3.913 -1.116
H -3.571 3.660 1.014
H -1.130 1.040 1.743
H -3.801 1.894 2.875
H -2.508 1.114 3.804
H -3.326 0.223 2.517
H -2.070 3.798 2.556
H -0.640 3.502 1.551
H -0.714 2.876 3.206
*
```

=====

Record 2
C25H31N3O2S in the gas phase, computed with the ωB97M-V functional and the def2-TZVPD basis.

As for the structure (SMILES): CCOc1ccc(CN2CCN(Cc3cnc(-c4ccccc4)s3)C[C@@H]2CCO)cc1. The calculation puts the LUMO energy at 0.33 eV. Its HOMO energy is -0.28666 Eh. The energy relative to the best compared isomer or geometry (same formula, charge and spin) is 1.826 eV. The calculation puts the HOMO-LUMO gap at 8.13 eV. The molar mass is 437.61 g/mol.

Geometry as ORCA input:
```
! wB97M-V def2-TZVPD RIJCOSX def2/J DEFGRID3
* xyz 0 1
C -5.048 -2.269 -0.018
C -3.648 -2.117 -0.590
O -2.794 -1.696 0.456
C -1.450 -1.793 0.286
C -0.670 -1.495 1.405
C 0.702 -1.620 1.358
C 1.346 -2.043 0.198
C 0.564 -2.323 -0.913
C -0.814 -2.189 -0.886
H -1.379 -2.400 -1.781
H 1.035 -2.662 -1.826
C 2.851 -2.183 0.147
N 3.625 -1.034 -0.296
C 3.496 -0.657 -1.686
C 2.342 0.310 -1.973
N 2.470 1.475 -1.116
C 2.456 1.084 0.283
H 1.510 0.593 0.561
C 3.620 0.127 0.576
C 4.967 0.863 0.459
H 4.916 1.601 -0.340
H 5.737 0.129 0.209
C 5.347 1.558 1.767
O 5.450 0.663 2.850
H 6.060 -0.042 2.603
H 4.579 2.277 2.059
H 6.294 2.101 1.630
H 3.524 -0.231 1.606
H 2.564 1.985 0.892
C 1.492 2.506 -1.423
C 0.063 2.094 -1.248
C -0.789 1.571 -2.177
N -2.030 1.274 -1.747
C -2.191 1.528 -0.491
C -3.430 1.384 0.236
C -3.453 1.365 1.629
C -4.655 1.262 2.303
C -5.845 1.187 1.597
C -5.829 1.205 0.210
C -4.631 1.299 -0.470
H -4.602 1.319 -1.548
H -6.756 1.147 -0.341
H -6.784 1.112 2.126
H -4.665 1.242 3.382
H -2.524 1.426 2.177
S -0.748 2.175 0.281
H -0.545 1.406 -3.212
H 1.708 3.366 -0.782
H 1.644 2.802 -2.466
H 1.377 -0.199 -1.824
H 2.401 0.641 -3.013
H 4.431 -0.169 -1.980
H 3.379 -1.560 -2.289
H 3.109 -3.007 -0.526
H 3.217 -2.438 1.147
H 1.284 -1.396 2.241
H -1.171 -1.181 2.307
H -3.308 -3.081 -0.991
H -3.639 -1.371 -1.397
H -5.050 -3.030 0.759
H -5.376 -1.330 0.416
H -5.737 -2.561 -0.805
*
```